# C46H88CrF12N3O15S2

A structure of composition C46H88CrF12N3O15S2 at a distorted geometry (wB97M-V/def2-TZVPD, OMol25).

XYZ file:
```
167
Properties=species:S:1:pos:R:3
Cr 0.74 -3.42 -1.51
C 1.37 0.54 -0.55
C 1.16 -0.86 -0.90
O 2.00 -1.60 -1.45
O 0.17 -1.59 -0.60
H 2.12 0.83 -1.29
H 1.77 0.65 0.45
H 0.46 1.14 -0.62
O 2.65 -5.95 -3.87
C 2.07 -5.16 -3.03
O 0.87 -5.31 -2.59
O 2.52 -4.16 -2.59
H 3.57 -5.70 -3.80
C -8.45 0.76 1.53
C -6.97 0.69 1.30
C -6.14 1.17 2.47
C -5.80 0.15 3.59
N -4.55 0.43 4.41
C -4.53 -0.60 5.57
C -3.98 0.08 6.82
C -3.86 1.55 6.50
C -4.60 1.73 5.26
C -3.23 0.49 3.53
C -2.84 -0.90 2.96
C -1.37 -0.76 2.39
H -8.70 0.46 2.55
H -8.97 0.20 0.75
H -8.74 1.78 1.29
H -6.67 1.20 0.39
H -6.67 -0.34 1.11
H -6.58 2.02 2.99
H -5.20 1.47 2.00
H -5.59 -0.80 3.11
H -6.74 0.14 4.15
H -3.96 -1.50 5.36
H -5.48 -1.04 5.86
H -2.96 -0.28 6.98
H -4.67 -0.01 7.65
H -2.79 1.70 6.34
H -4.32 2.16 7.28
H -4.23 2.53 4.61
H -5.65 1.98 5.43
H -2.45 0.68 4.27
H -3.28 1.33 2.84
H -3.56 -1.00 2.14
H -2.79 -1.74 3.65
H -0.75 -0.38 3.21
H -1.24 -0.19 1.48
H -1.02 -1.76 2.11
C 0.47 4.56 0.95
C 0.43 4.14 -0.60
C -1.06 3.80 -0.97
C -1.05 3.26 -2.40
N -2.44 2.76 -2.80
C -3.43 3.89 -2.96
C -4.52 3.39 -3.88
C -3.80 2.40 -4.86
C -2.46 2.20 -4.29
C -2.98 1.74 -1.78
C -2.11 0.54 -1.47
C -3.00 -0.71 -1.14
H -0.30 5.33 1.06
H 1.46 4.99 1.08
H 0.36 3.74 1.65
H 0.98 3.22 -0.78
H 0.92 4.83 -1.29
H -1.57 4.74 -0.78
H -1.23 3.07 -0.19
H -0.34 2.49 -2.70
H -0.89 4.14 -3.02
H -3.81 4.19 -1.99
H -2.76 4.67 -3.33
H -5.27 2.92 -3.25
H -5.13 4.19 -4.30
H -4.43 1.53 -4.99
H -3.66 2.88 -5.83
H -2.18 1.15 -4.42
H -1.74 2.81 -4.84
H -3.97 1.41 -2.10
H -3.16 2.30 -0.86
H -1.55 0.79 -0.57
H -1.48 0.20 -2.30
H -3.75 -0.38 -0.43
H -2.41 -1.55 -0.78
H -3.55 -0.92 -2.07
C 10.39 0.28 -0.36
C 9.44 -0.74 0.17
C 7.96 -0.48 -0.22
C 7.65 -0.14 -1.74
N 6.12 -0.19 -2.00
C 5.51 -1.68 -1.91
C 4.81 -1.91 -3.26
C 5.70 -1.19 -4.30
C 5.87 0.09 -3.52
C 5.15 0.73 -1.10
C 5.46 2.20 -1.37
C 4.33 3.12 -0.99
H 9.99 1.20 0.07
H 10.50 0.39 -1.44
H 11.38 0.05 0.04
H 9.64 -0.74 1.24
H 9.78 -1.73 -0.15
H 7.76 0.27 0.55
H 7.26 -1.24 0.11
H 8.29 -0.71 -2.41
H 7.97 0.88 -1.97
H 4.76 -1.57 -1.12
H 6.33 -2.37 -1.73
H 3.83 -1.44 -3.33
H 4.69 -2.95 -3.57
H 5.24 -1.25 -5.29
H 6.59 -1.82 -4.37
H 5.04 0.80 -3.50
H 6.70 0.72 -3.85
H 5.01 0.45 -0.06
H 4.18 0.62 -1.59
H 5.86 2.42 -2.36
H 6.36 2.32 -0.77
H 3.88 2.74 -0.07
H 3.50 3.19 -1.69
H 4.70 4.13 -0.78
C 2.26 3.13 4.30
O 1.04 2.63 4.90
O 2.84 3.86 5.37
C 3.06 2.18 3.28
F 2.91 0.88 3.58
F 2.60 2.26 2.03
F 4.41 2.36 3.29
C -0.29 2.76 4.25
C -0.94 4.14 4.63
H -0.96 4.09 5.72
H -0.26 4.95 4.38
H -1.86 4.39 4.09
H -0.91 1.96 4.63
H -0.27 2.59 3.17
H 1.86 3.90 3.64
C -2.24 -4.88 -0.32
O -3.05 -4.61 -1.53
O -1.02 -4.16 -0.55
C -2.96 -4.69 1.01
F -2.31 -5.12 2.10
F -3.25 -3.46 1.21
F -4.12 -5.37 1.10
C -4.32 -5.29 -1.76
C -4.50 -5.37 -3.31
H -4.04 -6.25 -3.77
H -5.55 -5.41 -3.59
H -4.03 -4.46 -3.68
H -5.12 -4.73 -1.28
H -4.25 -6.35 -1.51
H -2.13 -5.95 -0.48
C 1.55 -1.74 -5.59
F 2.41 -0.90 -5.09
F 1.20 -1.34 -6.79
F 1.97 -3.07 -5.61
S -0.03 -1.80 -4.47
O -1.12 -2.30 -5.27
O 0.19 -2.76 -3.33
O -0.16 -0.34 -4.18
C 1.56 -5.23 2.52
F 1.25 -6.49 2.06
F 0.43 -4.70 2.83
F 2.33 -5.57 3.55
S 2.68 -4.10 1.38
O 3.99 -4.79 1.11
O 1.97 -4.00 0.11
O 2.84 -2.88 2.15
```

Output
**LUMO level**: -0.029 Eh
**Frontier orbital gap**: 0.1715 Ha
**2S+1**: 4
**Molecular weight**: 1267.3 g mol⁻¹
**HOMO energy**: -5.5 eV

These are the Mulliken partial charges, in e, on atoms 1 to 5: 0.900, 1.030, 0.903, -0.870, -0.464